DFT (the ωB97M-V functional and the def2-TZVPD basis) results for a structure of composition C4H7NO.

Computed properties:
Charge: 0
Relative energy (zero: lowest compared OMol25 entry of this formula, charge and spin) (kJ/mol): 741.34

Each line ends with the natural charge from an NBO analysis.
Atoms and positions in Å:
1 C -1.7587 -0.3611 -0.1678  -0.288
2 N -1.5648 0.7406 0.7853  -0.620
3 C -0.5618 0.4902 -0.2210  0.179
4 C 0.9567 -0.6136 -0.7420  -0.157
5 C 1.9613 0.2147 -0.0711  -0.158
6 O 0.7916 0.1782 0.7427  -0.472
7 H -1.5986 -1.3814 0.1801  0.196
8 H -2.5741 -0.2490 -0.8809  0.202
9 H -1.2966 0.4119 1.7085  0.364
10 H -0.3769 1.2927 -0.9230  0.219
11 H 1.0383 -1.6624 -0.4236  0.156
12 H 2.7742 -0.2667 0.4709  0.202
13 H 2.2094 1.2058 -0.4581  0.179

Force components x, y, z for each atom (eV/Å):
0.0 -0.2 -0.2
0.0 0.1 0.2
-0.3 0.2 0.0
0.3 -0.3 -0.1
0.2 0.0 0.0
-0.1 0.1 0.1
0.0 0.2 0.0
0.1 0.0 0.1
0.0 0.0 -0.1
0.0 -0.2 0.1
0.0 0.2 0.0
-0.1 0.0 -0.1
-0.1 -0.1 0.0


DFT (the ωB97M-V functional and the def2-TZVPD basis) results for a cluster of 10 separate species, C26H69ClO12S10 in total.

Computed properties:
Charge: 0
Electronic energy (Ha): -6376.71505

Each line ends with the Mulliken charge.
Atoms and positions in Å:
1 C 1.9775 1.1959 4.6586  -1.532
2 C 0.4899 1.5424 4.5900  -0.098
3 C -0.3702 0.4923 3.8477  1.095
4 C 0.2417 -0.0961 2.5730  -1.361
5 C 0.5758 0.9034 1.4668  0.200
6 C 0.7804 0.1470 0.1740  -0.898
7 Cl 1.4151 1.2177 -1.1180  -0.210
8 C -1.8333 0.9562 3.6253  -0.898
9 C -2.0945 2.4253 3.9095  -0.667
10 O -1.0760 3.2464 3.3045  -0.391
11 S 0.3353 3.2381 4.0279  1.242
12 O 1.2709 3.5633 2.9999  -0.654
13 O 0.2441 4.0639 5.1956  -0.733
14 H 2.0732 0.1551 4.9663  0.210
15 H 2.4620 1.3274 3.6913  0.241
16 H 2.4913 1.8271 5.3852  0.528
17 H 0.1120 1.6149 5.6125  0.594
18 H -0.3911 -0.3347 4.5627  -0.424
19 H -0.4906 -0.8115 2.1765  0.414
20 H 1.1257 -0.6805 2.8431  0.650
21 H -0.2421 1.6190 1.3355  0.305
22 H 1.4737 1.4751 1.7025  -0.115
23 H 1.5063 -0.6574 0.2938  0.416
24 H -0.1483 -0.2787 -0.2034  0.382
25 H -2.1307 0.7334 2.5979  0.338
26 H -2.5054 0.3851 4.2727  0.355
27 H -3.0220 2.7576 3.4471  0.395
28 H -2.1515 2.6560 4.9775  0.382
29 C 3.1232 1.5960 -4.3617  -0.657
30 S 1.5910 0.8410 -4.9201  0.605
31 O 1.6751 -0.6026 -4.5694  -0.614
32 C 1.9520 0.9472 -6.6796  -0.995
33 H 3.1102 1.5724 -3.2726  0.067
34 H 3.9596 1.0088 -4.7414  0.261
35 H 3.1710 2.6269 -4.7128  0.404
36 H 2.8790 0.4120 -6.8835  0.282
37 H 2.0288 1.9939 -6.9739  0.360
38 H 1.1248 0.4752 -7.2059  0.347
39 C 3.6077 4.5996 1.1937  -0.312
40 S 3.8859 3.7890 -0.3805  0.626
41 O 4.3757 2.4105 -0.0680  -0.581
42 C 5.3678 4.6744 -0.8539  -0.540
43 H 2.7388 4.1393 1.6595  -0.022
44 H 4.4890 4.4590 1.8203  0.078
45 H 3.4148 5.6592 1.0227  0.407
46 H 6.1269 4.5115 -0.0907  -0.094
47 H 5.1772 5.7386 -0.9938  0.445
48 H 5.7018 4.2279 -1.7881  0.205
49 C -2.5276 -3.8400 -2.4518  -0.790
50 S -1.1032 -3.1722 -1.5943  0.442
51 O -1.6430 -2.3742 -0.4486  -0.582
52 C -0.6289 -1.9946 -2.8587  -0.898
53 H -2.9975 -4.5637 -1.7881  0.369
54 H -3.2235 -3.0373 -2.6914  0.113
55 H -2.2044 -4.3359 -3.3672  0.370
56 H -1.4742 -1.3339 -3.0526  0.351
57 H -0.3340 -2.5262 -3.7623  0.461
58 H 0.2235 -1.4239 -2.4973  0.167
59 C 8.6818 3.7431 4.3405  -0.962
60 S 7.1182 2.9378 3.9598  0.544
61 O 7.2856 1.5092 4.3291  -0.637
62 C 7.2787 3.0368 2.1739  -0.817
63 H 8.7909 3.7343 5.4230  0.347
64 H 9.4902 3.1774 3.8779  0.276
65 H 8.6632 4.7709 3.9780  0.332
66 H 8.1887 2.5193 1.8692  0.490
67 H 7.3124 4.0851 1.8745  0.298
68 H 6.4055 2.5530 1.7337  0.103
69 C -7.5477 -2.4872 -4.8997  -0.937
70 S -6.1668 -1.7477 -4.0255  0.477
71 O -5.0184 -2.6840 -4.1828  -0.599
72 C -6.8095 -2.0093 -2.3695  -0.946
73 H -7.3153 -2.4482 -5.9616  0.330
74 H -7.6572 -3.5226 -4.5770  0.377
75 H -8.4511 -1.9102 -4.6980  0.291
76 H -6.9845 -3.0750 -2.2239  0.295
77 H -7.7283 -1.4367 -2.2440  0.385
78 H -6.0522 -1.6543 -1.6731  0.320
79 C -11.3705 -1.1635 -7.6806  -1.009
80 S -9.8731 -0.5484 -6.9011  0.660
81 O -10.2905 0.2126 -5.6953  -0.630
82 C -9.4693 0.6504 -8.1762  -1.016
83 H -11.8112 -1.8904 -7.0015  0.302
84 H -12.0585 -0.3330 -7.8363  0.334
85 H -11.1153 -1.6452 -8.6243  0.357
86 H -10.3046 1.3399 -8.2959  0.330
87 H -9.2541 0.1270 -9.1075  0.360
88 H -8.5853 1.1892 -7.8417  0.317
89 C 1.5492 -4.6935 5.3627  -1.060
90 S 0.6849 -3.1892 4.9013  0.627
91 O 1.6544 -2.0744 5.0959  -0.657
92 C -0.4386 -3.1574 6.2916  -0.925
93 H 2.3273 -4.8584 4.6205  0.347
94 H 1.9930 -4.5590 6.3488  0.318
95 H 0.8466 -5.5267 5.3584  0.367
96 H 0.1277 -3.1538 7.2229  0.379
97 H -1.1091 -4.0136 6.2287  0.342
98 H -1.0393 -2.2537 6.2085  0.235
99 C -5.8969 -4.9212 5.3396  -0.997
100 S -4.1245 -5.1794 5.2135  0.497
101 O -3.4819 -3.9714 5.8026  -0.572
102 C -4.0126 -4.9843 3.4318  -0.919
103 H -6.1511 -4.9526 6.3970  0.323
104 H -6.1403 -3.9441 4.9238  0.305
105 H -6.4193 -5.7170 4.8090  0.386
106 H -4.3948 -4.0012 3.1588  0.296
107 H -4.5757 -5.7778 2.9406  0.395
108 H -2.9605 -5.0573 3.1634  0.294
109 C 6.9441 1.2799 -2.5714  -0.592
110 S 8.3646 2.3664 -2.4160  0.548
111 O 7.8615 3.7465 -2.6665  -0.622
112 C 9.2075 1.8596 -3.9187  -1.004
113 H 6.2717 1.5028 -1.7413  0.074
114 H 6.4497 1.4846 -3.5214  0.134
115 H 7.2693 0.2412 -2.5137  0.479
116 H 8.5444 2.0214 -4.7682  0.288
117 H 9.4944 0.8112 -3.8379  0.361
118 H 10.0957 2.4808 -4.0127  0.340

Force components x, y, z for each atom (eV/Å):
0.0 0.0 0.0
0.2 -0.2 0.0
0.0 0.1 0.0
-0.1 0.0 0.0
-0.1 -0.1 0.0
0.0 -0.1 -0.1
-0.1 0.1 -0.1
0.0 0.0 0.1
0.0 0.1 0.1
0.0 -0.1 -0.3
-0.4 0.0 0.3
0.1 0.1 0.1
0.1 0.0 0.0
0.0 0.0 0.0
0.0 0.0 0.0
0.0 0.0 0.0
-0.1 0.0 0.0
0.0 0.0 0.0
0.1 0.0 0.1
0.0 0.1 0.0
0.1 0.0 0.0
-0.1 0.0 0.0
0.0 0.1 0.0
0.0 0.0 0.1
0.1 0.1 0.0
0.0 0.0 -0.1
0.0 0.0 0.1
0.1 -0.1 0.0
0.0 0.0 0.1
0.0 0.0 0.1
0.0 0.0 -0.1
0.0 0.0 0.0
0.0 0.0 0.0
0.0 0.0 0.0
0.0 0.0 0.0
0.0 0.0 0.0
0.0 0.0 0.0
0.0 0.0 0.0
0.0 0.0 -0.1
0.1 0.0 0.1
0.1 -0.1 0.0
-0.1 0.1 -0.1
0.1 0.0 -0.1
0.0 0.0 0.0
0.0 0.0 0.0
0.0 0.0 0.0
-0.1 0.0 0.0
0.1 0.1 0.0
0.0 0.0 0.0
0.0 0.1 0.0
0.0 0.0 0.0
0.0 0.0 0.0
0.0 0.0 0.0
0.0 0.0 0.0
0.0 0.0 0.0
0.0 0.0 0.0
0.0 0.0 0.0
0.0 0.0 0.0
0.0 0.0 0.0
0.0 0.0 0.0
0.0 0.0 0.0
0.0 0.0 0.0
0.0 0.0 0.0
0.0 0.0 0.0
0.0 0.0 0.0
0.0 0.0 0.0
0.0 0.0 0.0
0.0 0.0 0.0
-0.1 0.0 0.1
0.0 0.0 0.0
0.0 0.0 0.0
0.0 0.0 0.0
0.0 0.0 0.0
0.0 0.0 0.0
0.0 0.0 0.0
0.0 0.0 0.0
0.0 0.0 0.0
0.0 0.0 0.0
0.0 0.0 0.0
0.0 -0.1 -0.1
0.0 0.0 0.0
0.0 0.0 0.0
0.0 0.0 0.0
0.0 0.0 0.0
0.0 0.0 0.0
0.0 0.0 0.0
0.0 0.0 0.0
0.0 0.0 0.0
0.0 0.0 0.0
0.0 0.0 -0.1
0.0 0.0 0.0
0.0 -0.1 0.1
0.0 0.0 0.0
0.0 0.0 0.0
0.0 0.0 0.0
0.0 0.0 0.0
0.0 0.0 0.0
0.0 0.0 0.0
0.0 0.0 0.0
0.0 0.0 -0.1
0.0 0.0 0.0
0.0 0.0 0.0
0.0 0.0 0.0
0.0 0.0 0.0
0.0 0.0 0.0
0.0 0.0 0.0
0.0 0.0 0.0
0.0 0.0 0.0
0.0 0.0 0.0
-0.1 0.0 0.1
0.0 0.0 0.0
0.0 -0.1 0.0
0.0 0.0 0.0
0.0 0.0 0.0
0.0 0.0 0.0
0.0 0.0 0.0
0.0 0.0 0.0
0.0 0.0 0.0


DFT (the ωB97M-V functional and the def2-TZVPD basis) results for a cluster of 3 separate species, C24H49BO11 in total.

Computed properties:
Structure (SMILES): CCCCCCCCCCCCCCCC[C@H](OC=O)OB(O)O.COC(=O)OC.COC(=O)OC
Charge: 0
Electronic energy (Ha): -1796.48932

Each line ends with the Mulliken charge.
Atoms and positions in Å:
1 C -1.2599 2.8340 5.3553  -0.980
2 C -0.1270 1.8154 5.5558  -0.387
3 C 0.7028 1.5273 4.2839  -0.730
4 C 0.3908 0.1743 3.6396  -0.959
5 C -0.9883 0.1292 2.9522  -0.266
6 C -0.9188 0.2652 1.4348  -0.454
7 C -2.2376 -0.0784 0.7511  -0.310
8 C -2.3633 0.3576 -0.7202  -1.137
9 C -1.0674 0.3661 -1.5272  0.098
10 C -1.2564 1.0090 -2.9085  -0.452
11 C -1.0879 2.5434 -2.9141  -1.020
12 C 0.0263 3.0940 -3.8347  -0.377
13 C 1.0235 4.0183 -3.1220  -0.951
14 C 2.2589 3.3806 -2.4310  -0.968
15 C 2.3849 1.8526 -2.4561  0.539
16 C 3.1418 1.3658 -3.7017  -0.977
17 C 2.9427 -0.0881 -4.1129  -0.109
18 O 1.6199 -0.4869 -3.7819  0.078
19 C 1.1622 -1.5985 -4.4330  -0.045
20 O 0.8348 -1.5794 -5.5799  -0.497
21 O 3.8748 -0.9542 -3.4994  -0.561
22 B 3.7557 -1.3238 -2.1705  0.833
23 O 4.6758 -0.8295 -1.2420  -0.499
24 O 2.8306 -2.2579 -1.8026  -0.557
25 H -1.0022 3.5706 4.5920  0.299
26 H -2.1733 2.3321 5.0306  0.141
27 H -1.4922 3.3488 6.2879  0.334
28 H 0.5419 2.1779 6.3372  0.348
29 H -0.5611 0.8671 5.8858  0.281
30 H 0.5328 2.3227 3.5495  0.336
31 H 1.7666 1.5563 4.5333  0.380
32 H 1.1663 -0.0345 2.8935  0.354
33 H 0.4690 -0.6089 4.3980  0.420
34 H -1.4975 -0.8064 3.2062  0.388
35 H -1.6002 0.9421 3.3530  0.055
36 H -0.1159 -0.3757 1.0552  0.240
37 H -0.6305 1.2935 1.1829  0.255
38 H -2.4149 -1.1569 0.8218  0.402
39 H -3.0454 0.3928 1.3227  0.034
40 H -3.0450 -0.3341 -1.2261  0.267
41 H -2.8384 1.3430 -0.7835  0.363
42 H -0.2831 0.9129 -0.9972  -0.029
43 H -0.7076 -0.6611 -1.6538  0.270
44 H -2.2587 0.7589 -3.2687  0.663
45 H -0.5486 0.5710 -3.6097  -0.145
46 H -2.0381 2.9935 -3.2118  0.341
47 H -0.9156 2.8937 -1.8892  0.460
48 H 0.5270 2.2750 -4.3550  0.155
49 H -0.4464 3.7008 -4.6115  0.565
50 H 1.3799 4.7662 -3.8347  0.361
51 H 0.4656 4.5814 -2.3687  0.404
52 H 2.2726 3.7115 -1.3897  0.446
53 H 3.1716 3.7906 -2.8735  0.294
54 H 2.9792 1.5756 -1.5775  0.082
55 H 1.4236 1.3537 -2.3485  -0.235
56 H 4.2117 1.4693 -3.5019  0.358
57 H 2.9227 2.0084 -4.5576  0.491
58 H 3.0790 -0.2033 -5.1905  0.336
59 H 1.1859 -2.4996 -3.8126  0.444
60 H 4.3025 -0.2144 -0.6065  0.311
61 H 2.8503 -2.4348 -0.8570  0.234
62 C 4.3810 -4.4258 -3.7955  -0.411
63 O 3.3945 -5.2241 -3.1345  -0.113
64 C 3.6567 -6.5281 -3.1304  0.672
65 O 4.6191 -7.0585 -3.6179  -0.545
66 O 2.6668 -7.1503 -2.4898  -0.330
67 C 2.8209 -8.5702 -2.4131  -0.646
68 H 4.0404 -3.3998 -3.7246  -0.117
69 H 5.3493 -4.5288 -3.3085  0.334
70 H 4.4677 -4.7111 -4.8423  0.359
71 H 3.7307 -8.8286 -1.8750  0.292
72 H 2.8498 -9.0068 -3.4093  0.292
73 H 1.9516 -8.9313 -1.8723  0.220
74 C -6.9011 2.5924 7.2971  -0.625
75 O -6.9871 1.3818 6.5390  -0.345
76 C -5.9991 1.2148 5.6639  0.780
77 O -5.0854 1.9741 5.4772  -0.555
78 O -6.1908 0.0613 5.0273  -0.338
79 C -5.1882 -0.2420 4.0516  -0.616
80 H -7.7626 2.5868 7.9573  0.214
81 H -5.9825 2.6145 7.8798  0.297
82 H -6.9381 3.4589 6.6401  0.294
83 H -4.2085 -0.3207 4.5195  0.253
84 H -5.1625 0.5230 3.2779  0.298
85 H -5.4749 -1.1970 3.6228  0.324

Force components x, y, z for each atom (eV/Å):
-0.1 -0.3 0.0
0.0 0.1 -0.4
0.0 -0.1 0.1
0.0 0.2 -0.2
0.1 -0.1 0.2
0.1 0.2 0.0
-0.1 0.1 0.0
0.0 -0.1 0.0
0.0 0.0 -0.2
0.0 0.1 0.1
-0.1 -0.1 0.0
-0.2 0.2 0.1
0.2 0.0 -0.1
-0.1 0.0 0.2
0.3 -0.1 0.1
0.1 0.0 0.1
-0.1 0.1 -0.2
0.0 0.0 0.2
0.3 -0.1 -0.6
0.0 0.0 0.2
-0.3 -0.1 0.2
0.4 0.2 0.4
-0.3 0.1 -0.3
-0.1 0.2 -0.1
0.0 0.1 0.1
0.0 0.1 0.0
0.0 0.1 -0.1
0.0 -0.1 0.1
0.1 0.1 0.3
0.1 0.0 0.0
0.0 0.0 0.0
0.0 -0.1 0.0
0.0 0.0 0.0
0.0 0.0 -0.1
-0.1 -0.1 0.0
-0.1 0.0 0.0
0.0 0.0 0.0
0.1 0.0 0.1
0.0 -0.1 0.0
-0.1 0.1 0.0
0.1 0.0 0.1
0.0 -0.1 0.0
0.0 0.0 0.1
0.1 -0.1 -0.1
0.0 0.0 -0.1
0.1 0.1 0.0
0.0 -0.1 0.0
0.1 0.0 0.0
0.0 -0.1 -0.1
0.0 -0.1 0.0
0.0 0.0 -0.1
0.0 0.0 0.0
0.0 0.0 0.0
-0.1 -0.1 0.0
-0.1 0.1 -0.1
0.0 0.1 -0.2
-0.2 -0.1 0.0
0.1 0.0 0.1
-0.3 0.0 0.2
0.1 -0.1 0.2
0.1 -0.1 0.0
0.1 0.1 -0.1
0.0 0.1 0.0
-0.1 0.0 0.0
0.1 0.0 0.0
0.0 0.0 0.0
-0.1 -0.1 0.0
-0.1 -0.1 0.0
0.0 -0.1 0.0
0.0 -0.1 0.0
0.0 0.0 0.0
0.0 0.0 0.0
0.0 0.0 0.0
-0.1 0.0 0.1
0.0 0.0 0.0
0.0 -0.1 0.0
0.1 0.1 0.0
0.0 0.0 0.0
0.0 -0.1 -0.1
0.0 0.0 0.0
0.0 0.0 0.0
0.0 0.0 0.0
0.0 0.0 0.0
0.0 0.0 0.0
0.0 0.0 0.0


DFT (the ωB97M-V functional and the def2-TZVPD basis) results for a cluster of 2 separate species, CH6N2O in total in a non-equilibrium geometry.

Computed properties:
Structure (SMILES): C=[NH+][O-].N
Charge: 0
Relative energy (zero: lowest compared OMol25 entry of this formula, charge and spin) (kJ/mol): 374.48

Each line ends with the natural charge from an NBO analysis.
Atoms and positions in Å:
1 C -1.1572 -1.5481 0.6166  -0.339
2 N -0.8904 -0.0301 0.5628  -0.042
3 N 1.3118 0.9977 -0.8505  -1.077
4 O -1.2441 0.7724 1.4428  -0.443
5 H -1.8272 -1.8903 1.3715  0.194
6 H -0.8661 -2.0684 -0.2680  0.181
7 H -0.2094 0.2686 -0.1636  0.397
8 H 1.7489 1.2492 0.0296  0.379
9 H 1.1783 1.8485 -1.3825  0.377
10 H 1.9553 0.4005 -1.3587  0.374

Force components x, y, z for each atom (eV/Å):
1.2 6.7 -0.4
-1.3 -6.9 0.9
0.2 0.0 -0.1
0.1 0.1 -0.3
-0.2 0.0 0.3
0.2 -0.2 -0.3
-0.1 0.2 0.0
0.0 0.0 0.0
0.1 0.0 0.0
0.0 0.1 0.0